# 1
The molecule C14H18F3N3O. Source: the OMol25 dataset; level of theory: ωB97M-V/def2-TZVPD.

```
39
Properties=species:S:1:pos:R:3:mulliken_charge:R:1
C -0.938 1.788 -4.503 -1.373
C 0.010 2.284 -3.417 -0.344
N -0.319 1.710 -2.125 0.057
C -0.081 0.274 -2.086 -0.973
C 0.091 -0.226 -0.654 -0.737
N 1.274 0.373 -0.071 0.318
C 2.249 -0.295 0.585 0.258
O 3.375 0.136 0.725 -0.698
N 1.909 -1.566 1.075 -0.100
C 0.792 -1.903 1.820 0.060
C 0.555 -3.246 2.126 -0.685
C -0.562 -3.620 2.845 -0.537
C -1.475 -2.670 3.279 -0.765
C -1.227 -1.336 2.997 -0.059
C -2.160 -0.260 3.472 0.946
F -3.348 -0.725 3.879 -0.289
F -2.418 0.645 2.507 -0.250
F -1.653 0.440 4.505 -0.270
C -0.101 -0.942 2.291 -0.013
C 1.588 1.717 -0.533 -0.727
C 0.295 2.387 -0.992 -0.953
H -0.785 2.363 -5.413 0.445
H -1.966 1.915 -4.176 0.337
H -0.769 0.739 -4.729 0.310
H -0.097 3.367 -3.330 0.414
H 1.052 2.065 -3.714 0.296
H -0.939 -0.235 -2.535 0.492
H 0.819 0.000 -2.665 0.432
H 0.203 -1.312 -0.660 0.476
H -0.805 0.026 -0.075 0.196
H 2.724 -2.145 1.233 0.294
H 1.258 -3.994 1.791 0.453
H -0.730 -4.661 3.069 0.391
H -2.355 -2.958 3.829 0.477
H 0.093 0.107 2.129 0.553
H 2.315 1.679 -1.354 0.297
H 2.050 2.266 0.291 0.529
H -0.421 2.386 -0.163 0.239
H 0.496 3.426 -1.256 0.504
```

For the max |F|, the calculation gives 0.69 eV/A. The value obtained for the highest occupied orbital energy is -0.3179 Eh. As for the SMILES: CCN1CCN(C(=O)Nc2cccc(C(F)(F)F)c2)CC1. The total energy is -29481.5371 eV. Its molecular weight is 301.3 u.

# 2
C14H20BaN2O3S as an isolated structure. Source: the OMol25 dataset; level of theory: ωB97M-V/def2-TZVPD.

```
41
Properties=species:S:1:pos:R:3:mulliken_charge:R:1
C -0.827 1.391 2.109 -2.069
C -0.838 -1.375 2.198 -1.746
H 0.175 1.739 2.363 0.350
H -1.333 0.994 2.989 0.632
H -1.434 2.189 1.669 0.622
H -0.547 -2.354 1.805 0.450
H -0.159 -1.097 3.005 0.386
H -1.874 -1.388 2.543 0.525
C -0.106 2.607 -0.941 -0.288
C 0.252 3.404 -2.021 -0.782
C 0.485 2.792 -3.251 -0.483
C 0.351 1.413 -3.353 -0.828
H -0.279 3.027 0.043 0.394
H 0.354 4.477 -1.893 0.405
H 0.775 3.379 -4.118 0.431
H 0.545 0.919 -4.298 0.335
N -0.240 1.278 -1.038 -0.214
C -0.014 0.669 -2.226 0.659
C -0.147 -0.800 -2.241 0.831
N -0.414 -1.393 -1.053 -0.372
C -0.535 -2.725 -0.996 -0.142
C -0.117 -2.947 -3.339 -0.436
C -0.391 -3.542 -2.110 -0.879
H -0.745 -3.136 -0.014 0.323
H -0.492 -4.618 -2.010 0.405
C 0.003 -1.564 -3.404 -0.821
H 0.212 -1.083 -4.353 0.335
H 0.002 -3.549 -4.235 0.429
Ba -0.594 -0.042 0.663 3.198
C -2.660 -0.009 0.474 -2.079
H -2.995 -1.044 0.372 0.460
H -2.894 0.563 -0.428 0.352
H -3.116 0.453 1.351 0.558
C 2.146 0.808 3.960 -0.887
S 2.624 -0.313 2.612 1.035
O 4.158 -0.358 2.537 -0.657
O 2.340 -1.787 2.936 -0.647
O 2.157 -0.092 0.968 -0.711
H 2.828 0.656 4.821 0.339
H 1.107 0.596 4.283 0.295
H 2.239 1.860 3.621 0.292
```

For the max |F|, the calculation gives 10.52 eV/A. The value obtained for the highest occupied orbital energy (spin up / spin down) is -0.2265 / -0.2280 Eh. The total energy is -35476.9624 eV. The calculation puts the relative energy (zero: lowest compared OMol25 entry of this formula, charge and spin) at 393.14 kcal per mole. Its molecular weight is 433.7 u.

# 3
C20H31INOP2Ru as an isolated structure. Source: the OMol25 dataset; level of theory: ωB97M-V/def2-TZVPD.

```
57
Properties=species:S:1:pos:R:3:mulliken_charge:R:1
C 0.081 -0.301 -6.598 -0.762
I -0.070 -0.327 -4.462 0.794
H 1.138 -0.187 -6.843 0.347
H -0.513 0.535 -6.968 0.330
H -0.312 -1.258 -6.950 0.339
Ru -0.029 -0.238 -0.694 0.630
P 0.420 1.906 -1.157 0.837
C -1.152 2.792 -1.509 -1.109
C 1.114 2.884 0.231 -1.196
H 1.271 3.933 -0.058 0.502
H 1.593 3.450 -2.660 0.448
H 2.076 2.444 0.516 0.415
H 2.469 1.907 -2.411 0.373
H -1.860 2.594 -0.692 0.189
H 0.445 2.834 1.099 0.246
C 1.484 2.362 -2.560 -0.931
H -0.984 3.875 -1.603 0.491
H 1.065 1.952 -3.488 0.100
H -1.583 2.400 -2.440 0.335
P 0.418 -2.458 -0.806 1.159
C -1.138 -3.390 -1.081 -1.401
C 1.491 -3.045 -2.159 -1.189
H 2.081 -2.982 0.889 0.371
H 1.124 -4.432 0.462 0.522
H 0.438 -3.166 1.521 0.311
C 1.077 -3.350 0.651 -1.229
H 2.462 -2.545 -2.076 0.369
H 1.641 -4.131 -2.121 0.434
H -0.975 -4.472 -1.009 0.446
H -1.548 -3.141 -2.065 0.380
H 1.053 -2.768 -3.123 0.254
H -1.861 -3.076 -0.317 0.391
C -1.617 -0.393 -1.633 -0.099
O -2.677 -0.544 -2.125 -0.291
C -3.243 2.711 2.934 -0.558
C -3.545 1.954 1.796 -0.612
C -2.614 1.050 1.276 -0.641
C -1.341 0.917 1.880 -0.098
C -1.026 1.718 3.012 0.065
C -1.976 2.591 3.538 -0.752
N -0.388 0.059 1.327 0.367
C 0.581 -0.466 2.197 -0.051
C 1.945 -0.407 1.852 -0.055
C 2.902 -0.835 2.774 -1.019
C 2.511 -1.417 3.974 -0.539
C 1.150 -1.553 4.293 -0.787
C 0.181 -1.076 3.417 0.150
H -3.985 3.383 3.373 0.450
H -4.525 2.046 1.328 0.492
H -2.858 0.408 0.425 0.402
H -0.022 1.634 3.438 0.590
H -1.726 3.157 4.438 0.443
H 2.212 0.006 0.867 0.433
H 3.955 -0.682 2.544 0.452
H 3.255 -1.734 4.699 0.470
H 0.831 -1.999 5.235 0.480
H -0.896 -1.130 3.623 0.509
```

For the max |F|, the calculation gives 4.19 eV/A. The spin multiplicity is 5. The value obtained for the highest occupied orbital energy (spin up / spin down) is -0.6119 / -0.6302 Eh. The total energy is -54011.3650 eV. Its total charge is +3. The calculation puts the relative energy (zero: lowest compared OMol25 entry of this formula, charge and spin) at 0.00 kcal per mole. Its molecular weight is 591.4 u.